DFT (ωB97M-V/def2-TZVPD) results for a single BrClOS molecule.

Calculated values
HOMO (spin up / spin down): -10.46 / -10.36 eV
Lowest unoccupied orbital energy (spin up / spin down): -2.746 / -2.965 eV
Orbital gap (spin up / spin down): 7.72 / 7.40 eV

```
4
BrClOS, DFT ωB97M-V/def2-TZVPD
O -1.03685 1.14561 -0.37215
S -0.46160 0.19492 0.52847
Cl -0.74159 -1.78447 -0.09281
Br 2.24004 0.44394 -0.06351
```

Mulliken analysis output, partial charges in e: number 1, O, carries -0.262; number 2, S, carries 0.530; number 3, Cl, carries -0.066; number 4, Br, carries -0.202


DFT (ωB97M-V/def2-TZVPD) results for 2 unconnected molecules or ions with the total composition H4S4.

Calculated values
HOMO: -8.92 eV
SMILES: SS.SS
Lowest unoccupied orbital energy: 0.089 eV
Orbital gap: 9.01 eV

```
8
H4S4, DFT ωB97M-V/def2-TZVPD
S -1.76603 -1.08676 0.38526
S -1.71714 0.91360 -0.19151
H -1.07882 -1.55938 -0.68836
H -2.93022 1.13623 0.23901
S 2.18285 -0.11383 1.10247
S 2.30445 0.78498 -0.80319
H 1.94572 -1.34978 0.64743
H 1.05919 1.27494 -0.69112
```

Mulliken atomic charge list, values in e, 5 entries: number 1, S, carries -0.170; number 2, S, carries -0.121; number 3, H, carries 0.165; number 4, H, carries 0.147; number 5, S, carries -0.169


Number 1: largest force on an atom 2.163 eV/Å. Number 2: largest force on an atom 0.998 eV/Å.